{
  "formula": "C4H16F3O8Y2",
  "method": "ωB97M-V/def2-TZVPD",
  "species": ["Y", "Y", "O", "H", "O", "H", "C", "O", "O", "C", "F", "F", "F", "C", "C", "H", "H", "H", "H", "H", "H", "O", "H", "H", "O", "H", "H", "O", "H", "H", "O", "H", "H"],
  "xyz": [[4.155, 1.717, -0.600], [1.389, -2.009, -4.222], [4.498, -1.897, -2.173], [5.351, -2.285, -2.448], [1.242, 1.231, -2.657], [0.493, 1.670, -2.207], [-0.737, -0.834, 3.371], [-1.033, -2.198, 3.165], [0.414, -0.571, 2.489], [-2.026, 0.096, 3.171], [-1.850, 1.424, 3.084], [-2.636, -0.230, 1.987], [-2.880, -0.185, 4.158], [-1.688, -2.774, 4.293], [-2.341, -4.074, 3.718], [-2.532, -4.689, 4.597], [-3.249, -3.793, 3.185], [-1.675, -4.619, 3.049], [-2.528, -2.229, 4.722], [-0.975, -2.943, 5.100], [-0.385, -0.633, 4.382], [1.738, 4.429, 0.398], [1.030, 4.987, 0.076], [2.057, 4.875, 1.182], [4.456, 4.555, -3.348], [4.733, 5.457, -3.187], [4.537, 4.445, -4.295], [-0.250, 0.462, -6.849], [-0.973, 0.478, -7.477], [0.237, 1.268, -7.023], [-2.519, -0.530, -3.335], [-3.400, -0.880, -3.466], [-2.654, 0.281, -2.843]],
  "total_charge": 3,
  "energy_ha": -1138.5116,
  "fmax_ha_per_bohr": 0.115,
  "relative_energy_kcal_mol": 511.1,
  "homo_lumo_gap_ev": 2.3
}